Record 1
C42H34GeN6O2Pd as an isolated structure. Source: OMol25; level of theory: ωB97M-V/def2-TZVPD.

```
! RIJCOSX wB97M-V def2-TZVPD def2/J DEFGRID3
* xyz 0 3
Pd 0.041 0.399 -2.596
N 4.623 1.419 -2.525
C 3.746 0.416 -2.691
N 2.538 0.909 -2.777
C 2.732 2.249 -2.641
N 3.993 2.598 -2.490
C 1.628 3.192 -2.639
C 1.857 4.557 -2.463
N 0.880 5.446 -2.449
C -0.347 4.962 -2.625
C -0.584 3.612 -2.808
N 0.391 2.706 -2.812
H 5.622 1.380 -2.414
H 4.031 -0.622 -2.723
H 2.870 4.918 -2.331
H -1.158 5.678 -2.617
H -1.583 3.251 -2.972
C -4.441 0.794 -2.891
C -4.849 -0.519 -3.041
C -3.894 -1.513 -3.117
C -2.528 -1.213 -3.059
C -2.098 0.121 -2.932
C -3.085 1.093 -2.831
C -1.528 -2.294 -3.113
C -1.889 -3.666 -3.058
C -0.934 -4.634 -3.079
C 0.426 -4.269 -3.172
C 1.488 -5.199 -3.195
C 2.780 -4.770 -3.309
C 3.061 -3.394 -3.426
C 2.051 -2.476 -3.400
C 0.711 -2.886 -3.246
N -0.261 -1.933 -3.203
H -5.178 1.584 -2.812
H -5.900 -0.776 -3.088
H -4.226 -2.537 -3.223
H -2.838 2.131 -2.676
H -2.928 -3.945 -2.984
H -1.211 -5.681 -3.038
H 1.262 -6.256 -3.127
H 3.591 -5.486 -3.321
H 4.093 -3.079 -3.533
H 2.196 -1.413 -3.490
O 1.254 -0.955 -0.817
C 0.139 -0.746 -0.296
O -0.511 0.345 -0.426
C -0.468 -1.838 0.569
C 0.272 -1.843 1.910
Ge 0.058 -0.108 2.844
C 1.136 1.369 2.124
C 2.100 1.169 1.139
C 2.839 2.236 0.646
C 2.625 3.518 1.130
C 1.671 3.730 2.115
C 0.933 2.662 2.606
C 0.562 -0.392 4.738
C 1.169 -1.573 5.160
C 1.517 -1.766 6.490
C 1.262 -0.774 7.425
C 0.656 0.409 7.023
C 0.309 0.592 5.693
C -1.848 0.361 2.823
C -2.346 1.461 2.131
C -3.708 1.727 2.115
C -4.589 0.889 2.783
C -4.106 -0.217 3.469
C -2.744 -0.474 3.489
H -0.347 -2.794 0.053
H -1.530 -1.631 0.709
H 1.332 -2.045 1.740
H -0.121 -2.630 2.557
H 2.257 0.177 0.731
H 3.583 2.067 -0.125
H 3.199 4.350 0.741
H 1.498 4.729 2.498
H 0.183 2.841 3.368
H 1.380 -2.354 4.438
H 1.987 -2.693 6.797
H 1.533 -0.922 8.462
H 0.452 1.185 7.749
H -0.178 1.515 5.395
H -1.664 2.098 1.580
H -4.085 2.586 1.572
H -5.652 1.095 2.767
H -4.791 -0.877 3.986
H -2.366 -1.333 4.036
*
```

Energy above the lowest of the compared OMol25 structures with the same formula, charge and spin (kcal/mol): 29.5
<S²>: 2.006
HOMO-LUMO gap (alpha / beta) (eV): 6.83 / 7.37
Energy (eV): -117136.320
M (g mol⁻¹): 833.80

What are the Mulliken partial charges on each atom? They are as follows, in elementary charge units:
1. Pd -0.8743
2. N 0.2268
3. C -0.2678
4. N 0.0430
5. C -0.2884
6. N -0.6500
7. C 0.5727
8. C -0.1310
9. N -0.6416
10. C -0.5632
11. C -0.0443
12. N 0.0907
13. H 0.1825
14. H 0.4407
15. H 0.5230
16. H 0.4196
17. H 0.3070
18. C -1.0985
19. C -0.8341
20. C -0.8468
21. C 1.1905
22. C -0.0597
23. C 0.3813
24. C 1.2662
25. C -0.7782
26. C -1.0520
27. C 1.1902
28. C -0.8600
29. C -0.5875
30. C -0.4944
31. C -0.3107
32. C -0.1175
33. N -0.3214
34. H 0.4001
35. H 0.3960
36. H 0.3128
37. H 0.2232
38. H 0.3116
39. H 0.4299
40. H 0.4067
41. H 0.3854
42. H 0.3901
43. H 0.4722
44. O -0.5201
45. C 1.5497
46. O -0.6596
47. C -1.0357
48. C -1.2863
49. Ge 1.1119
50. C -0.0472
51. C 0.0464
52. C -0.2107
53. C -0.5627
54. C -0.8263
55. C -0.0367
56. C 0.2273
57. C -0.3961
58. C -0.6641
59. C -0.4291
60. C -0.6945
61. C -0.2504
62. C 0.1162
63. C 0.1332
64. C -0.6782
65. C -0.5033
66. C -0.6308
67. C -0.3839
68. H 0.4517
69. H 0.3493
70. H 0.5439
71. H 0.5243
72. H 0.0557
73. H 0.3953
74. H 0.4370
75. H 0.4061
76. H 0.2167
77. H 0.2774
78. H 0.3890
79. H 0.3687
80. H 0.3958
81. H 0.2102
82. H 0.3184
83. H 0.4132
84. H 0.3781
85. H 0.3970
86. H 0.3625


Record 2
C54H50IrN7O3P2 as an isolated structure. Source: OMol25; level of theory: ωB97M-V/def2-TZVPD.

```
! RIJCOSX wB97M-V def2-TZVPD def2/J DEFGRID3
* xyz 3 2
Ir -0.033 -1.860 0.611
N 1.957 0.558 -0.877
P 1.622 -1.146 -0.854
C 3.272 -1.797 -0.535
C 4.007 -2.521 -1.471
C 5.286 -2.958 -1.151
C 5.838 -2.663 0.086
C 5.112 -1.930 1.020
C 3.832 -1.506 0.712
C 1.241 -1.506 -2.577
C 1.005 -0.512 -3.524
C 0.609 -0.855 -4.810
C 0.447 -2.188 -5.157
C 0.695 -3.186 -4.221
C 1.088 -2.848 -2.938
P 1.108 1.801 -0.243
C 1.535 3.280 -1.088
C 1.077 3.502 -2.394
C 1.463 4.649 -3.059
C 2.295 5.571 -2.430
C 2.737 5.359 -1.132
C 2.355 4.214 -0.450
C 1.264 1.968 1.500
C 2.527 1.773 2.062
C 2.747 2.143 3.377
C 1.706 2.667 4.135
C 0.445 2.847 3.577
C 0.223 2.524 2.248
H 2.723 0.842 -1.483
H 3.599 -2.738 -2.449
H 5.857 -3.519 -1.879
H 6.839 -2.997 0.324
H 5.551 -1.693 1.980
H 3.251 -0.938 1.432
H 1.136 0.533 -3.275
H 0.441 -0.080 -5.546
H 0.142 -2.453 -6.160
H 0.582 -4.226 -4.494
H 1.285 -3.636 -2.220
H 0.405 2.800 -2.874
H 1.110 4.835 -4.064
H 2.593 6.468 -2.957
H 3.375 6.085 -0.649
H 2.692 4.055 0.566
H 3.337 1.371 1.465
H 3.734 2.039 3.808
H 1.885 2.963 5.161
H -0.356 3.278 4.164
H -0.744 2.727 1.802
C -4.304 -2.515 -3.078
C -4.280 -3.600 -2.210
C -3.186 -3.807 -1.389
C -2.125 -2.909 -1.435
C -2.140 -1.815 -2.287
C -3.234 -1.632 -3.121
N -0.999 -3.148 -0.573
N -0.653 -4.366 -0.550
C 0.387 -4.641 0.318
C 0.879 -5.933 0.424
C 1.916 -6.172 1.307
C 2.420 -5.113 2.056
C 1.888 -3.850 1.897
N 0.888 -3.611 1.037
H -5.155 -2.362 -3.728
H -5.114 -4.288 -2.172
H -3.158 -4.638 -0.700
H -1.286 -1.153 -2.347
H -3.248 -0.800 -3.811
H 0.437 -6.711 -0.181
H 2.322 -7.167 1.418
H 3.223 -5.264 2.764
H 2.245 -2.999 2.456
O -3.108 -1.729 1.134
C -2.833 -0.684 0.620
N -3.610 0.339 0.231
C -2.868 1.462 -0.311
C -1.484 0.873 -0.171
O -0.475 1.614 -0.610
N -1.431 -0.298 0.337
C -2.915 2.698 0.600
C -3.339 2.595 1.921
C -3.299 3.710 2.749
C -2.819 4.920 2.268
C -2.391 5.020 0.950
C -2.446 3.915 0.114
C -3.269 1.783 -1.748
C -4.560 2.268 -1.943
C -5.013 2.563 -3.218
C -4.171 2.399 -4.311
C -2.882 1.929 -4.121
C -2.432 1.614 -2.843
H -4.615 0.258 0.200
H -3.724 1.659 2.304
H -3.664 3.636 3.765
H -2.799 5.790 2.911
H -2.038 5.968 0.565
H -2.139 4.006 -0.922
H -5.216 2.435 -1.095
H -6.020 2.933 -3.358
H -4.521 2.641 -5.306
H -2.223 1.796 -4.970
H -1.430 1.222 -2.730
C 0.507 -0.577 5.898
N 1.066 -0.750 4.552
C 2.510 -0.959 4.509
C 0.301 -0.844 3.478
C -1.183 -0.818 3.660
O 0.840 -0.960 2.331
H 1.281 -0.155 6.534
H 0.196 -1.534 6.318
H -0.336 0.108 5.888
H 2.758 -1.880 5.040
H 3.012 -0.132 5.004
H 2.849 -1.018 3.481
H -1.490 -1.401 4.526
H -1.680 -1.225 2.787
H -1.519 0.211 3.816
*
```

Energy above the lowest of the compared OMol25 structures with the same formula, charge and spin (kcal/mol): 0.0
<S²>: 0.761
HOMO-LUMO gap (alpha / beta) (eV): 6.19 / 7.04
Energy (eV): -94781.096
M (g mol⁻¹): 1099.21

Here are the Mulliken charges for atoms 1 to 99, given in e:
1. Ir 0.6600
2. N -0.1320
3. P 1.8507
4. C 0.3859
5. C -1.0071
6. C -0.8160
7. C -0.8541
8. C -0.9151
9. C 0.6743
10. C 0.3388
11. C -0.9717
12. C -0.4117
13. C -0.9930
14. C -0.9272
15. C -0.5348
16. P 1.8994
17. C 0.3684
18. C -0.1674
19. C -1.0657
20. C -0.7182
21. C -0.8304
22. C -0.8868
23. C 0.7934
24. C -0.4777
25. C -1.1253
26. C -1.0508
27. C -0.7023
28. C 0.6574
29. H 0.6442
30. H 0.4762
31. H 0.5051
32. H 0.4486
33. H 0.5510
34. H -0.4904
35. H 0.3905
36. H 0.5422
37. H 0.4748
38. H 0.5054
39. H 0.7300
40. H 0.1677
41. H 0.5078
42. H 0.4473
43. H 0.4860
44. H 0.4079
45. H 0.5894
46. H 0.6553
47. H 0.4863
48. H 0.6000
49. H -0.6097
50. C -0.8033
51. C -0.8689
52. C -0.1860
53. C -0.7205
54. C 1.5104
55. C -1.0467
56. N 1.8571
57. N -1.1144
58. C 0.2734
59. C -0.6352
60. C -0.5170
61. C -1.1043
62. C -0.1945
63. N 0.5089
64. H 0.5043
65. H 0.4461
66. H 0.5739
67. H -0.2042
68. H 0.5526
69. H 0.5929
70. H 0.4798
71. H 0.5139
72. H 0.6772
73. O -0.5461
74. C -0.5899
75. N 0.3046
76. C 2.2320
77. C -1.2623
78. O 0.7027
79. N 0.2678
80. C -0.6443
81. C -0.1145
82. C -1.1092
83. C -0.6922
84. C -0.9671
85. C 0.3877
86. C -0.0976
87. C -0.4775
88. C -1.1326
89. C -0.7739
90. C -1.1233
91. C 0.6923
92. H 0.3476
93. H 0.5673
94. H 0.5314
95. H 0.4900
96. H 0.5241
97. H 0.5589
98. H 0.5387
99. H 0.4873


Record 3
A 2-piece molecular cluster, C2H4N2O4 overall. Source: OMol25; level of theory: ωB97M-V/def2-TZVPD.

```
! RIJCOSX wB97M-V def2-TZVPD def2/J DEFGRID3
* xyz 0 1
O -1.924 -1.010 -0.948
N -1.384 -1.298 0.131
O -1.332 -2.394 0.605
C -0.569 -0.236 0.715
N 0.312 -0.465 1.588
O 1.196 0.387 1.909
H -0.875 0.696 0.134
H 1.081 1.302 1.640
C 0.859 0.747 -1.448
O 1.262 1.703 -0.869
H 1.202 -0.158 -1.072
H 0.171 0.725 -2.384
*
```

Energy above the lowest of the compared OMol25 structures with the same formula, charge and spin (kcal/mol): 142.7
HOMO-LUMO gap (eV): 9.87
Energy (eV): -13302.174
SMILES: O=[N+]([O-])/C=N/O.C=O
M (g mol⁻¹): 120.06

What are the Mulliken partial charges on each atom? They are as follows, in elementary charge units:
1. O -0.5362
2. N 0.9444
3. O -0.5088
4. C -0.4143
5. N -0.1781
6. O -0.2878
7. H 0.5859
8. H 0.3424
9. C -0.1553
10. O -0.4022
11. H 0.3406
12. H 0.2694


What is the formula in the second record? C54H50IrN7O3P2


Please write out number 3 again, unchanged.
A 2-piece molecular cluster, C2H4N2O4 overall. Source: OMol25; level of theory: ωB97M-V/def2-TZVPD.

```
! RIJCOSX wB97M-V def2-TZVPD def2/J DEFGRID3
* xyz 0 1
O -1.924 -1.010 -0.948
N -1.384 -1.298 0.131
O -1.332 -2.394 0.605
C -0.569 -0.236 0.715
N 0.312 -0.465 1.588
O 1.196 0.387 1.909
H -0.875 0.696 0.134
H 1.081 1.302 1.640
C 0.859 0.747 -1.448
O 1.262 1.703 -0.869
H 1.202 -0.158 -1.072
H 0.171 0.725 -2.384
*
```

Energy above the lowest of the compared OMol25 structures with the same formula, charge and spin (kcal/mol): 142.7
HOMO-LUMO gap (eV): 9.87
Energy (eV): -13302.174
SMILES: O=[N+]([O-])/C=N/O.C=O
M (g mol⁻¹): 120.06

What are the Mulliken partial charges on each atom? They are as follows, in elementary charge units:
1. O -0.5362
2. N 0.9444
3. O -0.5088
4. C -0.4143
5. N -0.1781
6. O -0.2878
7. H 0.5859
8. H 0.3424
9. C -0.1553
10. O -0.4022
11. H 0.3406
12. H 0.2694